Entry 1:
82
Properties=species:S:1:pos:R:3 method="wB97M-V/def2-TZVPD" e_homo_ev=-8.1 spin_multiplicity=1 orbital_gap_ha=0.3124 smiles=CCCCCCCCCCCCCP(F)(Cl)(C[C@@H](C)O)OCC.c1cc[nH]c1.c1cc[nH]c1
C 6.091 1.467 1.236
C 6.720 0.099 1.017
C 6.357 -0.596 -0.312
C 5.000 -0.225 -0.931
C 4.323 -1.423 -1.651
C 2.800 -1.472 -1.440
C 2.327 -2.619 -0.504
C 1.049 -3.264 -1.029
C 0.277 -4.002 0.066
C -0.648 -3.101 0.882
C -1.824 -2.560 0.093
C -2.323 -1.206 0.620
C -3.717 -0.956 0.041
P -4.414 0.723 0.233
F -3.056 1.261 1.007
Cl -6.250 -0.022 -0.760
C -4.197 1.957 -1.108
C -3.598 1.365 -2.382
C -4.281 1.937 -3.599
O -2.208 1.727 -2.448
O -5.320 1.211 1.478
C -5.444 0.294 2.580
C -4.365 0.471 3.629
H 6.493 1.886 2.152
H 6.305 2.130 0.408
H 5.019 1.382 1.359
H 7.798 0.231 1.021
H 6.505 -0.568 1.846
H 7.121 -0.416 -1.061
H 6.376 -1.667 -0.139
H 5.174 0.521 -1.696
H 4.295 0.151 -0.204
H 4.785 -2.352 -1.344
H 4.496 -1.342 -2.719
H 2.421 -0.542 -1.026
H 2.330 -1.630 -2.405
H 3.127 -3.345 -0.446
H 2.156 -2.204 0.484
H 0.439 -2.538 -1.557
H 1.351 -4.008 -1.761
H -0.249 -4.866 -0.332
H 1.018 -4.393 0.760
H -0.045 -2.273 1.252
H -0.998 -3.683 1.728
H -1.492 -2.378 -0.928
H -2.635 -3.279 0.012
H -2.384 -1.277 1.699
H -1.598 -0.467 0.307
H -3.730 -1.260 -0.998
H -4.399 -1.634 0.542
H -3.530 2.710 -0.708
H -5.174 2.395 -1.261
H -3.700 0.284 -2.441
H -5.324 1.630 -3.614
H -3.815 1.541 -4.490
H -4.237 3.020 -3.601
H -1.687 0.935 -2.246
H -5.522 -0.736 2.241
H -6.395 0.526 3.044
H -4.771 0.135 4.576
H -3.483 -0.106 3.387
H -4.105 1.515 3.734
N -8.325 1.861 -3.099
C -9.422 1.823 -3.914
C -9.638 3.089 -4.390
C -8.629 3.924 -3.841
C -7.835 3.136 -3.050
H -7.939 1.073 -2.608
H -9.953 0.903 -4.085
H -10.431 3.384 -5.057
H -8.502 4.981 -4.006
H -6.968 3.375 -2.459
N 10.576 0.968 3.817
C 10.527 0.141 4.906
C 9.235 0.118 5.357
C 8.473 0.963 4.505
C 9.329 1.471 3.564
H 11.401 1.175 3.285
H 11.411 -0.358 5.264
H 8.874 -0.442 6.203
H 7.419 1.173 4.574
H 9.160 2.144 2.741

---

Entry 2:
90
Properties=species:S:1:pos:R:3 method="wB97M-V/def2-TZVPD" e_homo_ev=-10.6 spin_multiplicity=1 total_charge=+1 relative_energy_kj_mol=0.0 orbital_gap_ha=0.3122
Na 0.113 0.013 0.292
C -1.980 -0.291 2.357
C -2.694 0.679 1.422
N -1.763 1.462 0.607
C -1.301 2.734 1.167
C 0.155 2.730 1.610
C 0.861 3.914 1.747
C 2.165 3.856 2.214
C 2.724 2.628 2.519
C 1.962 1.486 2.320
C 2.539 0.102 2.565
N 1.689 -0.961 2.031
C 0.772 -1.520 3.030
C -0.436 -2.203 2.398
N -1.216 -1.272 1.582
N 0.706 1.545 1.883
H -2.718 -0.768 3.017
H -1.292 0.279 2.983
H -3.358 1.320 2.015
H -3.324 0.100 0.741
H -2.147 1.613 -0.314
H -1.916 3.017 2.031
H -1.422 3.525 0.426
H 0.404 4.860 1.486
H 2.745 4.763 2.321
H 3.745 2.549 2.870
H 2.714 -0.021 3.643
H 3.515 0.060 2.081
H 2.265 -1.694 1.637
H 0.431 -0.696 3.658
H 1.272 -2.233 3.697
H -1.033 -2.667 3.195
H -0.089 -3.009 1.745
H -1.854 -1.787 0.984
N -2.169 -1.843 -1.409
C -3.126 -1.504 -1.964
N -4.212 -1.060 -2.583
C -5.421 -0.854 -1.765
C -6.210 -2.149 -1.627
C -6.537 -2.726 -3.005
C -5.271 -2.901 -3.844
C -4.494 -1.593 -3.927
H -6.016 -0.097 -2.280
H -5.125 -0.445 -0.800
H -7.122 -1.962 -1.059
H -5.612 -2.867 -1.058
H -7.226 -2.053 -3.525
H -7.049 -3.683 -2.897
H -5.521 -3.237 -4.852
H -4.631 -3.667 -3.394
H -5.083 -0.832 -4.443
H -3.551 -1.705 -4.460
N 2.167 -0.530 -3.176
C 1.190 -1.639 -3.413
C 1.512 -2.853 -2.570
N 1.154 -2.555 -1.191
H 1.899 0.311 -3.690
H 3.112 -0.791 -3.455
H 2.234 -0.230 -2.179
H 1.189 -1.874 -4.476
H 0.225 -1.229 -3.122
H 2.575 -3.108 -2.617
H 0.966 -3.694 -3.015
H 1.201 -3.400 -0.634
H 0.187 -2.244 -1.182
N -0.025 0.577 -1.892
C 0.193 1.730 -1.906
N 0.286 3.008 -1.911
C 1.408 3.670 -1.782
N 2.368 4.321 -1.727
C 6.470 -1.536 -1.186
C 6.231 -0.349 -0.266
N 6.037 0.894 -1.000
C 4.861 1.512 -1.200
S 3.363 0.840 -0.706
N 4.872 2.694 -1.809
C 6.045 3.414 -2.287
C 6.571 2.882 -3.614
H 6.641 -2.443 -0.604
H 7.338 -1.378 -1.828
H 5.597 -1.699 -1.821
H 7.078 -0.209 0.406
H 5.341 -0.512 0.337
H 6.870 1.372 -1.300
H 3.963 3.137 -1.943
H 6.827 3.407 -1.522
H 5.737 4.452 -2.396
H 6.852 1.829 -3.540
H 7.448 3.444 -3.932
H 5.806 2.978 -4.384

---

Entry 3:
83
Properties=species:S:1:pos:R:3 method="wB97M-V/def2-TZVPD" e_homo_ev="-5.2 / -8.4" spin_multiplicity=4 relative_energy_kj_mol=53.1 orbital_gap_ha="0.1918 / 0.3068"
O -0.320 -1.429 -2.988
O 0.890 1.283 -6.071
C 0.253 -2.705 -3.581
C -0.711 -3.844 -3.489
H 1.186 -2.903 -3.040
H 0.485 -2.375 -4.596
H -0.919 -4.115 -2.450
H -0.230 -4.733 -3.897
H -1.636 -3.625 -4.027
C -1.581 -0.833 -3.562
C -1.625 -1.068 -5.045
H -1.537 0.237 -3.307
H -2.415 -1.327 -3.052
H -0.686 -0.780 -5.538
H -2.399 -0.424 -5.484
H -1.885 -2.106 -5.283
C 0.511 2.467 -5.342
C 2.305 1.037 -6.184
C -0.835 2.948 -5.854
H 1.262 3.260 -5.517
H 0.475 2.258 -4.245
H -0.815 3.057 -6.948
H -1.060 3.936 -5.441
H -1.631 2.248 -5.569
C 2.639 0.818 -7.647
H 2.563 0.135 -5.591
H 2.887 1.884 -5.780
H 1.985 0.059 -8.083
H 3.678 0.509 -7.780
H 2.503 1.758 -8.198
H -0.131 -1.335 -1.945
V -0.196 -0.014 -0.290
C 1.696 -0.586 -1.277
Si 3.332 0.302 -0.978
H 1.767 -1.668 -1.061
H 1.536 -0.426 -2.355
C 4.679 -0.477 -2.053
C 3.806 0.223 0.835
C 3.217 2.113 -1.501
C -1.961 -1.211 -0.395
Si -3.447 -0.061 -0.442
H -1.889 -1.748 0.581
H -2.123 -2.013 -1.139
C -4.838 -0.901 -1.419
C -3.161 1.611 -1.250
C -4.007 0.287 1.312
H 2.887 2.199 -2.548
H 4.190 2.623 -1.414
H 2.492 2.666 -0.885
H 4.680 -1.574 -1.988
H 5.684 -0.143 -1.764
H 4.553 -0.220 -3.114
H 3.454 -0.712 1.289
H 3.350 1.060 1.382
H 4.895 0.281 0.979
H -3.421 1.588 -2.318
H -2.143 2.019 -1.153
H -3.841 2.328 -0.762
H -4.860 0.980 1.315
H -3.189 0.747 1.885
H -4.314 -0.638 1.819
H -5.809 -0.470 -1.137
H -4.876 -1.980 -1.211
H -4.719 -0.766 -2.506
O 0.183 3.823 0.894
C 0.078 2.610 0.733
O -0.104 1.979 -0.421
C 0.205 1.691 1.890
C 0.391 2.104 3.202
C 0.634 1.141 4.170
C 0.737 -0.224 3.820
C 1.119 -1.244 4.730
C 1.271 -2.553 4.300
C 1.029 -2.898 2.955
C 0.643 -1.928 2.036
C 0.493 -0.600 2.464
N 0.170 0.371 1.532
H 0.336 3.173 3.410
H 0.772 1.428 5.206
H 1.300 -0.965 5.772
H 1.583 -3.325 5.002
H 1.142 -3.934 2.635
H 0.458 -2.204 0.982

---

Entry 4:
85
Properties=species:S:1:pos:R:3 method="wB97M-V/def2-TZVPD" e_homo_ev=-5.2 spin_multiplicity=1 total_charge=-1 orbital_gap_ha=0.2745
C 0.094 -2.914 -1.940
C 0.585 -1.572 -2.762
S 1.930 -0.583 -1.906
C 1.226 -0.012 -0.268
C 2.031 1.223 0.448
C 3.137 2.094 -0.392
C 2.465 3.236 -1.401
O 1.418 2.680 -2.280
C 1.699 3.279 -3.604
O 1.604 4.609 -3.804
C 2.148 2.366 -4.910
C 3.785 2.368 -5.066
O 0.902 2.155 0.778
Al 0.214 1.716 2.490
C -0.597 -0.162 2.791
C -0.914 3.125 3.504
C -2.534 2.763 3.297
C -2.984 3.230 1.791
C -3.468 2.013 0.803
C -4.551 0.973 1.461
C -4.486 -0.410 0.525
C -5.100 -0.150 -0.976
C -4.127 -0.893 -2.115
O -4.881 -1.227 -3.348
C -4.089 -2.074 -4.257
O 2.007 1.432 3.117
C 2.763 0.949 1.923
C 3.107 -0.595 2.354
C 4.049 -1.416 1.280
C 3.459 -2.933 0.954
C 3.302 -3.873 2.296
O 2.058 -4.652 2.363
C 1.098 -4.104 3.332
C -0.507 -3.963 2.883
O 1.367 -3.734 4.595
H 0.455 -2.945 -0.815
H -1.093 -3.032 -1.947
H 0.528 -3.902 -2.439
H 0.961 -1.895 -3.847
H -0.371 -0.871 -2.837
H 0.110 0.335 -0.478
H 1.131 -0.986 0.414
H 3.843 1.425 -1.084
H 3.893 2.707 0.298
H 3.368 3.675 -2.046
H 2.048 4.094 -0.686
H 1.678 2.905 -5.853
H 1.735 1.261 -4.803
H 4.218 1.959 -4.046
H 4.166 1.680 -5.956
H 4.242 3.437 -5.267
H -1.737 -0.111 2.515
H -0.009 -1.032 2.275
H -0.544 -0.370 3.959
H -0.741 3.071 4.671
H -0.720 4.229 3.167
H -2.623 1.616 3.511
H -3.161 3.407 4.062
H -3.748 4.130 1.868
H -2.008 3.697 1.284
H -4.013 2.526 -0.127
H -2.510 1.480 0.331
H -5.664 1.356 1.468
H -4.307 0.621 2.550
H -4.912 -1.353 1.076
H -3.321 -0.622 0.375
H -6.145 -0.673 -1.027
H -5.106 0.994 -1.241
H -3.201 -0.226 -2.387
H -3.683 -1.912 -1.697
H -4.786 -2.652 -5.033
H -3.334 -1.428 -4.919
H -3.415 -2.875 -3.710
H 3.809 1.489 2.104
H 2.143 -1.275 2.527
H 3.676 -0.602 3.400
H 4.066 -0.824 0.250
H 5.155 -1.430 1.678
H 2.459 -2.868 0.309
H 4.274 -3.445 0.247
H 3.528 -3.209 3.232
H 4.189 -4.670 2.240
H -1.101 -4.740 3.569
H -0.686 -4.185 1.748
H -0.946 -2.906 3.163

---

Entry 5:
108
Properties=species:S:1:pos:R:3 method="wB97M-V/def2-TZVPD" e_homo_ev=-9.7 spin_multiplicity=1 orbital_gap_ha=0.3675
C -2.533 -0.203 0.473
C -3.159 -1.624 -0.092
C -4.048 -2.444 1.030
C -3.216 -3.739 1.685
C -2.271 -3.106 2.865
C -0.705 -3.630 3.020
C 0.098 -3.705 1.593
C 1.696 -3.344 1.677
C 2.194 -3.123 0.096
O 1.400 -4.001 -0.820
N -0.216 -2.726 4.130
C -1.391 -2.430 5.085
O -1.367 -1.658 6.180
C -2.703 -3.243 4.441
C -4.207 -2.814 4.931
F -2.526 -4.590 5.059
H -3.202 0.290 1.321
H -2.411 0.520 -0.443
H -1.496 -0.468 0.955
H -3.825 -1.410 -1.037
H -2.224 -2.258 -0.476
H -4.488 -1.730 1.863
H -4.956 -2.935 0.431
H -2.546 -4.168 0.812
H -3.928 -4.604 2.024
H -2.113 -1.955 2.720
H -0.521 -4.709 3.472
H -0.493 -3.061 0.809
H 0.010 -4.837 1.225
H 2.372 -4.240 2.076
H 1.953 -2.420 2.356
H 1.948 -2.006 -0.189
H 3.319 -3.420 -0.065
H 0.968 -3.410 -1.512
H 0.097 -1.831 3.690
H -4.667 -1.895 4.371
H -4.917 -3.747 4.715
H -4.218 -2.700 6.118
C -6.435 -1.419 -3.214
Cl -6.385 0.173 -2.446
Cl -4.844 -2.189 -3.184
H -7.146 -2.051 -2.678
H -6.754 -1.303 -4.253
C -0.129 1.526 5.419
Cl 0.599 1.882 3.848
Cl -1.137 2.869 5.972
H -0.748 0.630 5.330
H 0.666 1.354 6.149
C 3.255 2.308 1.146
Cl 3.615 3.522 -0.087
Cl 2.895 0.741 0.411
H 4.120 2.202 1.804
H 2.389 2.636 1.726
C 1.667 -5.237 5.387
Cl 1.296 -5.851 3.772
Cl 3.382 -5.437 5.767
H 1.415 -4.174 5.431
H 1.073 -5.787 6.122
C -3.519 3.458 2.765
Cl -4.589 2.112 2.355
Cl -2.279 3.684 1.526
H -4.113 4.372 2.845
H -3.034 3.248 3.721
C 0.706 2.077 -2.446
Cl -0.782 2.652 -1.684
Cl 0.697 0.317 -2.611
H 0.795 2.527 -3.437
H 1.558 2.372 -1.829
C 2.038 4.452 -5.367
Cl 0.549 5.027 -4.605
Cl 2.028 2.692 -5.533
H 2.127 4.902 -6.359
H 2.890 4.747 -4.750
C -0.918 0.806 -6.605
Cl -2.302 0.487 -5.551
Cl -1.278 2.103 -7.751
H -0.064 1.101 -5.990
H -0.677 -0.103 -7.160
C 6.553 -4.092 3.990
Cl 7.282 -3.736 2.419
Cl 5.545 -2.749 4.542
H 5.935 -4.988 3.900
H 7.348 -4.264 4.720
C 2.654 8.312 -5.489
Cl 2.547 7.020 -6.691
Cl 2.130 7.746 -3.899
H 3.691 8.651 -5.423
H 2.014 9.141 -5.801
C 1.480 5.688 3.212
Cl 1.110 5.073 1.596
Cl 3.195 5.488 3.591
H 1.228 6.750 3.255
H 0.887 5.138 3.946
C -4.062 4.975 -9.115
Cl -2.343 4.875 -9.514
Cl -4.583 3.564 -8.185
H -4.239 5.876 -8.523
H -4.640 5.024 -10.041
C 6.282 -7.553 5.512
Cl 6.332 -5.961 6.281
Cl 7.873 -8.323 5.542
H 5.570 -8.185 6.049
H 5.962 -7.436 4.474
C 1.894 5.693 -10.218
Cl 3.614 5.593 -10.617
Cl 1.374 4.282 -9.289
H 1.718 6.594 -9.626
H 1.317 5.742 -11.144